<1>
19
Properties=species:S:1:pos:R:3 method="wB97M-V/def2-TZVPD" homo_lumo_gap_ha=0.3680 smiles="[H]/N=C(/C)[N@+](N)([O-])CC" e_homo_ev=-9.1 multiplicity=1
H -0.594 -0.933 -2.145
N -0.137 0.000 -2.160
C 0.393 0.231 -1.072
C 1.191 1.427 -0.721
N 0.204 -0.808 0.038
N 1.539 -1.046 0.569
O -0.350 -1.876 -0.453
C -0.585 -0.217 1.150
C -1.894 0.341 0.620
H 0.511 2.208 -0.352
H 1.926 1.205 0.051
H 1.693 1.796 -1.620
H 2.056 -1.509 -0.181
H 1.460 -1.755 1.325
H -0.795 -1.042 1.837
H 0.030 0.536 1.643
H -1.713 1.233 0.010
H -2.399 -0.416 0.007
H -2.537 0.624 1.455

***

<2>
19
Properties=species:S:1:pos:R:3 method="wB97M-V/def2-TZVPD" homo_lumo_gap_ha=0.3621 smiles="C[C@H](NCN)C(N)=O" e_homo_ev=-9.0 multiplicity=1
C -0.097 -1.913 1.175
C 0.001 -0.480 0.499
N -0.758 -0.469 -0.807
C -0.921 0.760 -1.368
N -1.067 1.779 -0.247
C 1.499 -0.356 0.124
N 2.065 0.888 0.426
O 2.179 -1.128 -0.486
H 0.075 -1.799 2.246
H -1.088 -2.394 0.943
H 0.479 -2.695 0.744
H -0.205 0.286 1.134
H -1.567 -1.139 -0.542
H -1.686 0.909 -2.167
H 0.028 1.166 -1.920
H -1.715 1.281 0.444
H -1.654 2.629 -0.705
H 1.365 1.583 0.510
H 3.067 1.094 -0.003

***

<3>
19
Properties=species:S:1:pos:R:3 method="wB97M-V/def2-TZVPD" homo_lumo_gap_ha=0.3475 smiles="C/N=C(/O)[C@H](N)NC" e_homo_ev=-8.5 multiplicity=1
C 2.329 -0.050 -0.872
N 1.592 -0.908 0.019
C 0.497 -0.529 0.579
O 0.186 -1.135 1.765
C -0.202 0.791 0.317
N -0.237 1.706 1.372
N -1.480 -0.207 0.205
C -1.838 -0.798 -1.071
H 3.321 -0.484 -0.998
H 1.850 0.019 -1.858
H 2.472 0.976 -0.505
H -0.615 -1.662 1.577
H 0.000 1.254 -0.654
H -0.342 1.262 2.280
H 0.499 2.400 1.363
H -2.249 0.251 0.681
H -2.774 -1.347 -0.969
H -1.039 -1.482 -1.364
H -1.971 -0.056 -1.867

***

<4>
19
Properties=species:S:1:pos:R:3 method="wB97M-V/def2-TZVPD" homo_lumo_gap_ha=0.3359 e_homo_ev=-8.2 multiplicity=1
C 1.471 -0.071 1.593
C -1.074 1.540 0.457
C -0.070 -1.480 -1.594
N -0.244 0.510 -0.145
N 0.979 0.869 -0.713
C -0.849 -0.677 -0.590
O 1.979 0.125 -0.142
N -1.960 -0.982 -0.059
H 1.133 1.855 -0.488
H -2.375 -1.807 -0.484
H 0.509 -0.256 2.066
H 1.880 0.870 1.962
H 2.120 -0.923 1.754
H -0.743 1.753 1.476
H -1.043 2.461 -0.130
H -2.113 1.248 0.546
H 0.813 -1.918 -1.109
H -0.700 -2.266 -2.002
H 0.287 -0.850 -2.399

***

<4> is the least stable structure shown above.